Density functional theory data (ωB97M-V/def2-TZVPD) for a cluster of 7 separate species, C45H100N4O7 in total at a distorted geometry.

Bonds (Å) are listed after each position.
Element x y z (Å)
1 C -21.52 9.29 0.40  C2 1.538, H12 1.088, H13 1.090, H14 1.095
2 C -22.15 10.69 0.35  C1 1.538, C3 1.541, C4 1.539, N10 1.470
3 C -23.69 10.72 0.37  C2 1.541, H15 1.095, H16 1.093, H17 1.092
4 C -21.70 11.35 1.67  C2 1.539, C5 1.522, H18 1.089, H19 1.096
5 C -21.54 12.86 1.67  C4 1.522, C6 1.520, H20 1.090, H21 1.089
6 C -20.89 13.41 0.42  C5 1.520, C7 1.549, H22 1.096, H23 1.092
7 C -21.49 12.83 -0.89  C6 1.549, C8 1.535, C9 1.555, N10 1.465
8 C -22.84 13.53 -1.12  C7 1.535, H24 1.096, H25 1.091, H26 1.091
9 C -20.55 13.17 -2.08  C7 1.555, H27 1.091, H28 1.094, H29 1.089
10 N -21.52 11.36 -0.79  C2 1.470, C7 1.465, O11 1.426
11 O -21.88 10.73 -2.02  N10 1.426, H30 0.965
12 H -20.48 9.35 0.10  C1 1.088
13 H -21.64 8.80 1.37  C1 1.090
14 H -22.04 8.63 -0.31  C1 1.095
15 H -24.09 11.56 0.95  C3 1.095
16 H -24.08 10.89 -0.63  C3 1.093
17 H -24.24 9.88 0.79  C3 1.092
18 H -22.44 11.10 2.43  C4 1.089
19 H -20.69 11.05 1.98  C4 1.096
20 H -22.54 13.30 1.74  C5 1.090
21 H -20.94 13.21 2.51  C5 1.089
22 H -19.82 13.20 0.44  C6 1.096
23 H -21.03 14.49 0.51  C6 1.092
24 H -23.47 13.39 -0.24  C8 1.096
25 H -23.41 13.04 -1.91  C8 1.091
26 H -22.74 14.61 -1.18  C8 1.091
27 H -21.12 13.06 -3.00  C9 1.091
28 H -19.73 12.44 -2.12  C9 1.094
29 H -20.10 14.16 -2.03  C9 1.089
30 H -20.99 10.64 -2.40  O11 0.965
31 C -25.63 8.14 -1.07  C32 1.518, H42 1.093, H43 1.087, H44 1.094
32 C -26.08 7.30 -2.26  C31 1.518, C33 1.542, C34 1.509, N40 1.457
33 C -24.81 6.73 -2.92  C32 1.542, H45 1.093, H46 1.100, H47 1.093
34 C -26.87 6.16 -1.68  C32 1.509, C35 1.549, H48 1.092, H49 1.094
35 C -27.73 5.35 -2.68  C34 1.549, C36 1.504, H50 1.092, H51 1.088
36 C -28.66 6.30 -3.39  C35 1.504, C37 1.560, H52 1.092, H53 1.093
37 C -27.99 7.58 -3.99  C36 1.560, C38 1.563, C39 1.529, N40 1.456
38 C -27.42 7.11 -5.37  C37 1.563, H54 1.090, H55 1.092, H56 1.094
39 C -29.11 8.59 -4.25  C37 1.529, H57 1.096, H58 1.087, H59 1.094
40 N -26.90 8.09 -3.17  C32 1.457, C37 1.456, O41 1.408
41 O -26.19 9.14 -3.79  N40 1.408, H60 0.972
42 H -24.86 8.85 -1.40  C31 1.093
43 H -26.45 8.63 -0.55  C31 1.087
44 H -25.05 7.51 -0.39  C31 1.094
45 H -24.86 5.88 -3.61  C33 1.093
46 H -24.29 7.47 -3.55  C33 1.100
47 H -24.02 6.52 -2.20  C33 1.093
48 H -26.22 5.37 -1.29  C34 1.092
49 H -27.48 6.56 -0.87  C34 1.094
50 H -26.98 4.93 -3.35  C35 1.092
51 H -28.34 4.62 -2.16  C35 1.088
52 H -29.45 6.64 -2.72  C36 1.092
53 H -29.07 5.76 -4.25  C36 1.093
54 H -28.18 6.79 -6.10  C38 1.090
55 H -26.74 6.28 -5.18  C38 1.092
56 H -26.87 7.89 -5.90  C38 1.094
57 H -28.70 9.54 -4.62  C39 1.096
58 H -29.78 8.74 -3.42  C39 1.087
59 H -29.64 8.32 -5.17  C39 1.094
60 H -25.55 8.67 -4.36  O41 0.972
61 C -19.91 21.22 -3.34  C62 1.533, H72 1.093, H73 1.090, H74 1.091
62 C -20.89 20.05 -3.19  C61 1.533, C63 1.585, C64 1.525, N70 1.451
63 C -22.31 20.74 -3.25  C62 1.585, H75 1.091, H76 1.089, H77 1.092
64 C -20.70 19.12 -4.38  C62 1.525, C65 1.517, H78 1.094, H79 1.094
65 C -21.42 17.80 -4.20  C64 1.517, C66 1.533, H80 1.090, H81 1.098
66 C -21.00 17.09 -2.91  C65 1.533, C67 1.582, H82 1.090, H83 1.088
67 C -21.33 18.07 -1.71  C66 1.582, C68 1.537, C69 1.556, N70 1.465
68 C -22.85 18.09 -1.52  C67 1.537, H84 1.093, H85 1.093, H86 1.089
69 C -20.64 17.48 -0.44  C67 1.556, H87 1.088, H88 1.092, H89 1.093
70 N -20.66 19.35 -1.93  C62 1.451, C67 1.465, O71 1.426
71 O -21.03 20.21 -0.86  N70 1.426, H90 0.964
72 H -18.86 20.92 -3.31  C61 1.093
73 H -20.00 21.74 -4.29  C61 1.090
74 H -20.11 21.92 -2.53  C61 1.091
75 H -22.21 21.63 -3.87  C63 1.091
76 H -23.16 20.11 -3.51  C63 1.089
77 H -22.61 21.18 -2.29  C63 1.092
78 H -21.09 19.59 -5.29  C64 1.094
79 H -19.65 18.96 -4.65  C64 1.094
80 H -22.47 17.95 -4.46  C65 1.090
81 H -21.08 17.16 -5.02  C65 1.098
82 H -19.93 16.96 -2.74  C66 1.090
83 H -21.54 16.15 -2.83  C66 1.088
84 H -23.27 18.88 -0.89  C68 1.093
85 H -23.24 17.18 -1.05  C68 1.093
86 H -23.36 18.20 -2.48  C68 1.089
87 H -19.58 17.68 -0.31  C69 1.088
88 H -20.78 16.40 -0.40  C69 1.092
89 H -21.18 17.89 0.42  C69 1.093
90 H -20.20 20.38 -0.40  O71 0.964
91 C -24.18 7.90 7.45  C92 1.517, H102 1.094, H103 1.089, H104 1.094
92 C -23.68 8.08 6.02  C91 1.517, C93 1.543, C94 1.551, N100 1.451
93 C -24.76 8.82 5.20  C92 1.543, H105 1.089, H106 1.097, H107 1.090
94 C -22.41 8.95 6.15  C92 1.551, C95 1.536, H108 1.092, H109 1.090
95 C -21.63 9.08 4.83  C94 1.536, C96 1.535, H110 1.091, H111 1.090
96 C -21.29 7.64 4.40  C95 1.535, C97 1.516, H112 1.096, H113 1.097
97 C -22.47 6.70 4.25  C96 1.516, C98 1.517, C99 1.566, N100 1.472
98 C -23.28 6.90 2.98  C97 1.517, H114 1.099, H115 1.091, H116 1.095
99 C -21.86 5.26 4.26  C97 1.566, H117 1.087, H118 1.090, H119 1.094
100 N -23.29 6.80 5.47  C92 1.451, C97 1.472, O101 1.410
101 O -24.18 5.73 5.70  N100 1.410, H120 0.963
102 H -23.55 7.23 8.04  C91 1.094
103 H -24.27 8.85 7.98  C91 1.089
104 H -25.15 7.40 7.45  C91 1.094
105 H -25.68 8.27 5.01  C93 1.089
106 H -25.08 9.70 5.77  C93 1.097
107 H -24.35 9.26 4.29  C93 1.090
108 H -22.72 9.97 6.39  C94 1.092
109 H -21.68 8.46 6.80  C94 1.090
110 H -22.25 9.54 4.07  C95 1.091
111 H -20.76 9.69 5.08  C95 1.090
112 H -20.56 7.23 5.10  C96 1.096
113 H -20.65 7.64 3.51  C96 1.097
114 H -24.31 6.57 3.13  C98 1.099
115 H -23.01 6.35 2.08  C98 1.091
116 H -23.49 7.94 2.73  C98 1.095
117 H -21.37 5.06 5.22  C99 1.087
118 H -21.21 4.97 3.43  C99 1.090
119 H -22.72 4.61 4.12  C99 1.094
120 H -23.81 5.34 6.50  O101 0.963
121 C -24.09 15.73 2.24  C122 1.514, H125 1.088, H126 1.093, H127 1.098
122 C -24.22 15.04 3.58  C121 1.514, C123 1.531, O124 1.423, H128 1.097
123 C -25.29 13.95 3.55  C122 1.531, H129 1.091, H130 1.087, H131 1.095
124 O -23.00 14.39 3.92  C122 1.423, H132 0.959
125 H -23.80 15.06 1.43  C121 1.088
126 H -23.44 16.61 2.21  C121 1.093
127 H -25.08 16.19 2.09  C121 1.098
128 H -24.53 15.83 4.27  C122 1.097
129 H -26.30 14.35 3.63  C123 1.091
130 H -25.18 13.17 4.31  C123 1.087
131 H -25.24 13.48 2.56  C123 1.095
132 H -22.37 14.90 4.44  O124 0.959
133 C -16.83 10.52 1.52  C134 1.493, H137 1.099, H138 1.093, H139 1.097
134 C -17.14 9.07 1.34  C133 1.493, C135 1.521, O136 1.465, H140 1.092
135 C -16.05 8.38 0.53  C134 1.521, H141 1.088, H142 1.087, H143 1.099
136 O -17.16 8.46 2.67  C134 1.465, H144 0.963
137 H -17.47 11.06 2.22  C133 1.099
138 H -16.92 11.13 0.62  C133 1.093
139 H -15.88 10.73 2.02  C133 1.097
140 H -18.19 8.93 1.07  C134 1.092
141 H -16.08 7.29 0.60  C135 1.088
142 H -15.04 8.74 0.69  C135 1.087
143 H -16.33 8.62 -0.51  C135 1.099
144 H -16.56 8.99 3.21  O136 0.963
145 C -16.81 14.15 0.34  C146 1.535, H149 1.095, H150 1.088, H151 1.098
146 C -17.53 15.47 0.06  C145 1.535, C147 1.538, O148 1.420, H152 1.095
147 C -17.21 16.54 1.12  C146 1.538, H153 1.087, H154 1.093, H155 1.093
148 O -17.11 15.85 -1.24  C146 1.420, H156 0.966
149 H -15.74 14.19 0.57  C145 1.095
150 H -17.04 13.49 -0.49  C145 1.088
151 H -17.02 13.64 1.29  C145 1.098
152 H -18.62 15.42 0.06  C146 1.095
153 H -16.15 16.75 1.20  C147 1.087
154 H -17.67 16.19 2.05  C147 1.093
155 H -17.79 17.44 0.90  C147 1.093
156 H -17.65 16.61 -1.49  O148 0.966

Computed properties:
Structure (SMILES): CC1(C)CCCC(C)(C)N1O.CC1(C)CCCC(C)(C)N1O.CC1(C)CCCC(C)(C)N1O.CC1(C)CCCC(C)(C)N1O.CC(C)O.CC(C)O.CC(C)O
Highest occupied orbital energy, eV: -8.0
Energy relative to the best compared isomer or geometry (same formula, charge and spin), eV: 2.440
LUMO level, eV: 0.424

Atomic partial charges in e from the Mulliken method, atoms 1 to 2: atom 1 (C): -1.8330, atom 2 (C): 2.2814